A cluster of 2 separate species, C20H34NO3PS in total. Source: the OMol25 dataset; level of theory: ωB97M-V/def2-TZVPD.

Computed properties:
Multiplicity: 1
E_HOMO: -6.8 eV
Structure (SMILES): Cc1ccc(S(=O)(=O)N=C=O)cc1.CCCCP(CCCC)CCCC
LUMO level: -0.844 eV
M: 399.5 u
Total charge: 0
Gap between HOMO and LUMO: 5.96 eV

XYZ file:
```
60
Properties=species:S:1:pos:R:3:forces:R:3
C -2.659275 -3.166274 -2.692707 0.1 -0.1 0.1
C -1.399535 -3.144756 -1.820240 -0.3 -0.1 -0.1
C -0.632116 -1.840942 -1.966350 0.1 -0.1 0.2
C 0.701165 -1.813034 -1.206738 0.8 0.8 -0.1
P 0.535683 -1.818342 0.607684 -2.2 -2.4 1.0
C 2.029068 -2.214960 1.573489 0.7 0.3 -0.4
C 2.164537 -3.660687 2.083238 -0.1 0.2 -0.1
C 1.166924 -4.058060 3.161979 0.0 -0.1 0.0
C 1.475126 -5.424555 3.772633 -0.1 0.1 0.0
C -0.387996 -0.363511 1.206720 0.6 1.0 -0.4
C -0.676218 -0.331005 2.710942 -0.1 -0.2 -0.3
C -0.967558 1.091750 3.178358 0.1 0.0 0.0
C 0.241099 2.029193 3.125377 0.0 0.1 0.0
H -3.142732 -4.148060 -2.647290 0.0 0.2 0.0
H -3.385100 -2.415000 -2.357483 0.1 -0.1 -0.1
H -2.411435 -2.957729 -3.741140 -0.1 0.0 0.2
H -1.672706 -3.303021 -0.768930 0.1 0.0 -0.2
H -0.745092 -3.977238 -2.107007 0.0 0.1 0.1
H -0.398334 -1.680016 -3.024626 -0.1 0.0 0.0
H -1.270332 -1.004251 -1.652673 0.1 0.0 0.0
H 1.305127 -2.704072 -1.455344 -0.2 0.4 0.0
H 1.248546 -0.901069 -1.479760 -0.1 -0.6 -0.6
H 2.877224 -1.980739 0.911223 -0.1 -0.2 0.7
H 2.037990 -1.515471 2.431020 0.2 -0.2 -0.4
H 2.101776 -4.365589 1.244481 0.0 0.1 0.0
H 3.179437 -3.747362 2.488981 0.0 -0.1 0.0
H 1.177361 -3.298313 3.952316 0.0 0.0 0.0
H 0.155876 -4.062479 2.738740 0.1 0.1 0.1
H 0.782508 -5.641647 4.588612 0.0 -0.1 0.0
H 1.380163 -6.225345 3.033486 0.0 0.1 0.0
H 2.490371 -5.458030 4.179684 -0.1 0.0 0.0
H 0.213992 0.509480 0.913314 -1.1 -0.1 0.5
H -1.337196 -0.323317 0.635614 0.5 0.0 0.2
H -1.551585 -0.958786 2.910164 0.2 -0.1 0.1
H 0.162173 -0.751810 3.280897 -0.1 0.1 0.0
H -1.769381 1.504645 2.555939 0.0 0.0 0.1
H -1.345618 1.042078 4.203132 0.0 0.1 0.0
H -0.013645 2.994366 3.576799 0.1 -0.1 -0.1
H 1.090811 1.611120 3.679628 -0.1 0.1 -0.1
H 0.571414 2.224170 2.097120 -0.1 -0.1 0.2
C -2.974211 5.744729 -3.123000 -0.2 0.1 -0.1
C -1.689790 5.026337 -2.832288 0.4 -0.1 0.3
C -1.419719 3.801745 -3.445966 0.5 -0.3 0.0
C -0.259069 3.081842 -3.146348 -0.2 0.0 0.2
C 0.629855 3.577341 -2.185676 -0.4 -0.4 0.1
S 2.068211 2.599051 -1.712726 0.7 -0.8 0.2
N 1.465909 1.249298 -0.478284 0.5 1.2 -1.2
C 2.301251 0.454628 -0.038716 3.2 1.1 -0.2
O 3.294888 -0.099414 0.331854 -2.5 1.2 -0.9
O 2.507276 1.849603 -2.864754 -0.5 0.4 0.9
O 2.980680 3.466228 -1.009177 -0.9 -0.8 -0.2
C 0.417558 4.836945 -1.628048 0.0 0.1 0.4
C -0.741262 5.553950 -1.943679 0.1 -0.4 -0.3
H -3.032592 6.681940 -2.566864 0.0 -0.1 -0.1
H -3.071263 5.971212 -4.190559 0.1 0.0 0.1
H -3.839626 5.130623 -2.847944 0.2 0.1 0.0
H -2.135266 3.400155 -4.166158 0.3 0.1 0.2
H -0.052702 2.137973 -3.642601 -0.1 0.1 0.1
H 1.150780 5.257445 -0.938558 -0.2 -0.2 -0.1
H -0.923421 6.527037 -1.491788 0.1 -0.2 -0.1
```
Positions in Å, forces in eV/Å.

A cluster of 6 separate species, C20H35B3O16P2 in total. Source: the OMol25 dataset; level of theory: ωB97M-V/def2-TZVPD.

Computed properties:
Multiplicity: 1
E_HOMO: -9.1 eV
Structure (SMILES): O=[PH2]B1OBOB(P(O)O)O1.O=C1CCCO1.O=C1CCCO1.O=C1CCCO1.O=C1CCCO1.O=C1CCCO1
LUMO level: 0.055 eV
M: 625.9 u
Total charge: 0
Gap between HOMO and LUMO: 9.19 eV

XYZ file:
```
76
Properties=species:S:1:pos:R:3:forces:R:3
O 1.184672 3.829875 5.203094 -0.1 0.0 0.0
P 0.364387 2.945057 6.077174 0.4 0.2 -0.2
B 1.160718 1.180536 6.361360 0.6 -0.1 0.0
O 1.504660 0.730364 7.618726 -0.8 0.1 0.3
B 1.085074 -0.549366 7.927502 0.4 -0.1 -0.2
O 0.735102 -1.393897 6.888578 -0.4 0.0 0.0
B 0.755645 -0.950216 5.576442 0.4 -0.1 0.2
P -0.075135 -2.032962 4.173126 0.1 -0.2 -0.2
O 0.583596 -1.349506 2.833032 0.0 0.2 0.1
O 0.802618 -3.440808 4.355441 -0.1 0.1 0.3
O 1.311029 0.285311 5.323858 -0.7 0.2 -0.3
H -0.949695 2.661105 5.666045 0.0 0.0 0.1
H 0.138529 3.448652 7.377791 0.0 -0.1 0.1
H 1.011988 -0.917046 9.049287 0.1 0.0 0.0
H 1.184970 -0.611064 3.003649 0.0 -0.1 0.0
H 1.521370 -3.396591 4.995792 0.0 0.0 -0.1
O -0.956113 1.274416 3.833151 -0.1 -0.1 -0.1
C -1.402697 1.689826 2.790592 0.0 -0.2 0.1
O -2.631268 2.222539 2.716566 0.0 0.0 0.0
C -2.957944 2.515217 1.333894 -0.1 0.0 -0.1
C -1.616788 2.651011 0.627425 0.0 0.0 0.1
C -0.755539 1.680972 1.428506 0.1 0.1 0.0
H -3.531083 1.674458 0.946661 0.0 0.0 0.0
H -3.572726 3.411256 1.313304 0.0 0.0 0.1
H -1.667809 2.415801 -0.430844 -0.1 0.0 0.0
H -1.230062 3.665601 0.726602 0.0 0.0 0.0
H -0.820430 0.659104 1.048785 0.0 0.0 0.0
H 0.292209 1.962836 1.498990 0.0 0.0 0.0
O 3.397468 -8.417450 1.371436 0.0 0.0 0.0
C 2.549784 -7.801525 1.945798 0.0 0.1 0.0
O 2.085516 -6.612050 1.493442 0.0 0.0 0.0
C 1.147852 -6.047721 2.429013 0.0 0.0 0.0
C 0.627034 -7.233760 3.233555 0.0 0.0 0.0
C 1.840043 -8.156413 3.241238 -0.1 0.0 -0.1
H 1.668462 -5.324187 3.053635 0.0 0.0 0.0
H 0.379273 -5.527068 1.862861 0.0 0.0 0.0
H 0.270971 -6.942344 4.219319 0.0 0.0 0.0
H -0.195964 -7.713072 2.700967 0.0 0.0 0.0
H 2.523537 -7.940366 4.065213 0.0 0.0 0.0
H 1.605858 -9.217438 3.255930 0.1 0.0 0.0
O 0.925171 2.717534 -1.454691 0.0 0.0 0.0
C 0.489993 3.106136 -2.499734 -0.1 -0.1 0.0
O -0.740919 3.665148 -2.599666 0.0 0.0 0.0
C -1.052188 3.946027 -3.978535 0.0 0.0 0.0
C 0.295572 4.041842 -4.682681 0.0 0.1 0.1
C 1.133875 3.061701 -3.871180 0.0 0.1 0.0
H -1.658133 3.123124 -4.363527 0.0 0.0 0.0
H -1.638290 4.860995 -4.008642 0.0 0.0 0.0
H 0.238800 3.802743 -5.739428 0.0 0.0 0.0
H 0.695820 5.051687 -4.574681 0.0 0.0 0.0
H 1.051482 2.040799 -4.251081 0.0 0.0 0.0
H 2.187063 3.318778 -3.790462 0.0 -0.1 0.0
O -4.609236 -0.048767 -0.890540 0.0 0.0 0.0
C -4.154422 -0.961486 -0.265483 0.1 0.0 0.0
O -3.188612 -0.777444 0.665773 0.1 0.1 0.0
C -2.747817 -2.038416 1.204699 0.0 0.0 0.0
C -3.902581 -2.999975 0.941559 0.0 0.0 0.0
C -4.491260 -2.438170 -0.348997 0.0 0.0 0.1
H -1.835006 -2.330951 0.680166 0.0 0.0 0.0
H -2.517438 -1.890944 2.256446 0.0 0.0 0.0
H -3.578454 -4.036159 0.873197 0.0 0.0 0.0
H -4.635418 -2.923740 1.745941 0.0 0.0 0.0
H -4.003728 -2.839858 -1.239929 0.0 0.0 0.0
H -5.565064 -2.568352 -0.453604 0.0 0.0 -0.1
O 0.907999 2.196734 -7.502353 0.0 0.0 0.0
C 1.727356 2.930977 -7.970959 -0.1 0.0 -0.1
O 1.649088 4.277529 -7.820424 0.0 0.0 0.0
C 2.702799 4.927711 -8.553591 0.0 0.0 0.0
C 3.782726 3.864517 -8.726606 0.0 0.0 0.0
C 2.952849 2.586835 -8.793607 0.0 0.1 0.1
H 2.295298 5.262161 -9.509924 0.0 0.0 0.0
H 3.022139 5.794792 -7.981256 0.0 0.0 0.0
H 4.409177 4.040417 -9.597934 0.0 0.0 0.0
H 4.423899 3.842905 -7.844536 0.0 0.0 0.0
H 2.618316 2.357461 -9.807533 0.0 0.0 0.0
H 3.440036 1.706622 -8.383133 0.0 0.0 0.0
```
Positions in Å, forces in eV/Å.

A structure of composition C20H35BCaF4N2O7P2Se3. Source: the OMol25 dataset; level of theory: ωB97M-V/def2-TZVPD.

Computed properties:
Multiplicity: 1
E_HOMO: -0.6 eV
LUMO level: 3.921 eV
M: 841.2 u
Total charge: -2
Gap between HOMO and LUMO: 4.56 eV
Relative energy (zero: lowest compared OMol25 entry of this formula, charge and spin): 0.0 kJ/mol

XYZ file:
```
75
Properties=species:S:1:pos:R:3:forces:R:3
Ca 10.487123 14.620884 9.909476 0.7 0.3 -0.1
C 11.892718 14.921576 13.741893 -0.3 -0.7 0.3
Se 11.873182 13.210663 12.775324 0.4 0.2 0.1
C 13.745917 12.594718 13.105449 -0.6 -0.2 0.4
C 14.887001 13.489530 12.711590 0.1 1.0 -0.6
Se 14.806589 13.803005 10.791713 -0.1 -0.6 -0.6
C 16.386203 14.941147 10.563796 -0.9 0.1 0.6
H 12.373944 14.802580 14.716867 0.1 0.1 -0.2
H 10.837736 15.153192 13.932161 0.3 0.1 -0.2
H 12.365545 15.667798 13.121972 0.1 0.3 0.0
H 13.781073 11.651284 12.553487 0.0 0.1 0.1
H 13.771626 12.383105 14.182330 0.0 0.0 -0.2
H 15.858438 13.041128 12.908120 0.0 -0.1 0.4
H 14.815409 14.484117 13.163036 0.1 -0.2 0.4
H 16.068060 15.949062 10.865433 0.5 -0.2 -0.2
H 16.634389 14.886022 9.502987 0.1 0.0 0.2
H 17.167216 14.542465 11.206114 0.3 0.2 -0.2
O 12.794191 13.792930 5.874255 0.6 0.1 0.8
P 12.951532 14.248212 7.432219 0.4 -1.0 1.5
O 14.330990 14.269251 8.026234 -0.5 -0.1 -1.4
O 11.911323 13.348910 8.244450 0.8 0.6 -0.6
O 12.236881 15.586905 7.577833 0.1 2.7 0.0
P 12.707310 16.880283 8.920790 -1.2 -2.9 0.1
O 14.293834 17.090384 8.629739 -0.9 -0.5 -0.2
O 11.796193 17.994145 8.600840 1.4 -0.1 0.1
O 12.444047 15.950339 10.113601 0.5 1.6 -1.4
H 13.251933 12.943885 5.706988 -0.3 0.5 0.4
H 14.763063 16.232835 8.420969 -1.0 0.4 0.4
C 6.514621 12.266379 6.879068 0.0 -0.2 0.5
C 7.288096 11.031664 6.433135 -0.3 -0.2 0.1
C 8.540456 11.331923 5.631589 0.7 -0.5 -0.1
C 9.796022 11.816347 6.361996 0.4 0.0 1.4
N 10.391414 10.873720 7.331703 -1.9 -1.2 -1.7
C 10.655888 11.152293 8.705478 1.3 3.2 -0.1
Se 9.187786 12.167315 9.662828 -0.3 -0.6 -0.1
N 10.983650 9.895883 9.268016 -0.9 -2.4 1.8
C 11.148001 9.606781 10.723386 -0.3 1.0 -0.8
C 10.278773 8.470423 11.286613 -0.2 0.5 -0.2
C 8.749994 8.639832 11.209845 0.1 -0.1 -0.2
C 8.161984 9.601718 12.237046 -0.4 -0.1 -0.1
C 10.987858 8.929365 8.302836 1.0 0.0 -0.2
C 11.540133 7.660696 8.295184 -0.3 0.1 0.9
C 11.695330 6.985824 7.091024 -0.2 0.2 -1.6
C 11.339844 7.610457 5.881108 0.4 -0.9 0.9
C 10.827434 8.911185 5.873724 -0.1 0.1 0.2
C 10.661588 9.555083 7.083634 -0.1 0.4 -0.6
H 5.597639 11.943783 7.373270 -0.2 0.0 0.0
H 6.224786 12.903856 6.045296 0.1 0.1 -0.1
H 7.066824 12.833676 7.637256 0.0 0.0 -0.3
H 6.643896 10.432859 5.770637 0.0 0.0 0.2
H 7.495703 10.403209 7.318406 0.2 0.3 -0.3
H 8.308231 12.085341 4.883406 -0.1 0.3 -0.2
H 8.821630 10.439761 5.055656 -0.1 0.1 0.1
H 9.593257 12.718524 6.966339 0.0 -0.3 -0.4
H 10.559779 12.086370 5.631779 0.1 0.1 -0.2
H 10.926185 10.548662 11.259134 0.1 -0.4 -0.4
H 12.208973 9.388673 10.894226 0.0 -0.1 0.1
H 10.562042 8.350991 12.339710 0.0 0.0 0.0
H 10.562648 7.557948 10.790809 0.0 -0.5 -0.2
H 8.307762 7.637757 11.365167 0.1 0.3 0.0
H 8.426474 8.961130 10.201685 0.4 -0.1 0.3
H 8.311910 9.268464 13.260761 0.2 -0.2 0.2
H 7.080926 9.639751 12.083724 -0.1 0.1 0.0
H 8.532981 10.619613 12.150878 0.2 0.0 -0.2
H 11.878092 7.223890 9.226233 0.1 -0.1 -0.1
H 12.143919 5.994334 7.072294 -0.1 0.1 0.0
H 11.505167 7.070874 4.959295 0.0 0.0 -0.2
H 10.675848 9.479717 4.970417 0.0 -0.2 -0.3
F 7.773475 16.464909 9.497266 -1.2 0.1 -0.4
C 8.983019 16.619499 10.145116 1.6 -0.7 -0.4
F 8.667518 16.494678 11.525342 -0.4 0.0 0.9
H 9.246832 17.670454 10.040655 -0.1 0.4 -0.1
F 12.469314 11.867143 10.015364 1.4 0.7 0.1
B 12.108223 11.967646 8.643763 -1.4 -1.4 1.3
F 13.029005 11.300696 7.788625 -0.1 0.5 0.3
```
Positions in Å, forces in eV/Å.

A cluster of 5 separate species, C20H35Br2N12O7PS2 in total. Source: the OMol25 dataset; level of theory: ωB97M-V/def2-TZVPD.

Computed properties:
Multiplicity: 1
E_HOMO: -8.5 eV
Structure (SMILES): COCc1c([C@@H](Br)[C@H](C)Br)c(CCSc2nnco2)c2nsnc2c1P(C)O.NC(N)=O.NC(N)=O.NC(N)=O.NC(N)=O
LUMO level: -1.945 eV
M: 810.5 u
Total charge: 0
Gap between HOMO and LUMO: 6.53 eV

XYZ file:
```
79
Properties=species:S:1:pos:R:3:forces:R:3
C -1.204569 -2.448928 -2.754087 -0.6 -1.5 0.4
O -1.416718 -1.505424 -3.861954 1.7 0.6 1.3
C -0.237930 -0.653148 -4.105360 0.4 -0.6 -0.8
C 0.113887 0.399564 -2.894276 2.5 1.4 3.2
C -0.810232 1.742382 -2.517560 2.3 0.9 2.6
C -2.151372 2.147415 -3.386373 -0.3 -0.1 1.8
Br -1.740609 2.499053 -5.353826 -0.1 -0.2 1.4
C -3.343718 1.019646 -3.368349 -1.1 1.7 -1.9
C -4.810067 1.786799 -3.598909 0.2 -0.7 -0.9
Br -3.479764 0.034709 -1.634110 0.4 0.6 -1.0
C -0.380901 2.728212 -1.236342 0.3 -1.7 -1.4
C -1.243783 4.083851 -0.805912 1.4 -0.2 0.7
C -2.353143 3.785035 0.391400 0.3 -0.7 0.2
S -3.840138 4.908124 -0.026808 -1.5 -1.7 0.2
C -5.435612 3.908289 0.035938 -1.6 -2.2 1.4
N -5.987744 3.072903 1.201255 -0.3 3.3 -7.9
N -7.170206 2.595317 0.656997 -0.5 1.6 -4.8
C -7.434165 3.046982 -0.779393 3.5 -0.1 4.8
O -6.300789 3.899786 -1.189347 -0.7 -2.5 4.9
C 0.961003 2.436143 -0.286371 0.2 -0.8 -0.7
N 1.474383 3.249488 0.915292 0.5 -5.4 -4.5
S 2.919963 2.323066 1.353725 -2.8 -0.8 -3.3
N 3.015188 1.005859 0.208402 -4.5 2.6 -1.6
C 1.838515 1.127585 -0.734522 0.6 1.3 2.1
C 1.461073 0.109220 -2.006524 -3.9 2.4 -0.8
P 2.709573 -1.329983 -2.285768 0.9 -0.1 1.0
C 3.415018 -1.020557 -4.075410 -1.3 0.7 -0.8
O 1.940060 -2.890966 -2.233934 0.6 0.8 0.8
H -2.247774 -2.958978 -2.525078 2.1 1.3 -0.6
H -0.846386 -1.959075 -1.749051 -0.5 -0.7 -2.1
H -0.485480 -3.331836 -3.095518 -1.2 2.1 0.8
H 0.663454 -1.405807 -4.320780 -1.6 1.9 0.9
H -0.433394 -0.123882 -5.157502 0.3 -0.8 2.7
H -2.660802 3.163004 -3.019395 1.6 -2.3 -0.6
H -3.195795 0.348741 -4.319005 -0.1 0.7 2.5
H -4.946526 1.854892 -4.779361 0.3 0.1 2.5
H -5.717956 1.121591 -3.218852 2.4 1.6 -0.7
H -4.833320 2.868617 -3.150467 0.1 -2.1 -0.7
H -1.699655 4.652428 -1.722170 0.7 -1.4 1.8
H -0.446809 4.820886 -0.309114 -1.6 -1.6 -1.3
H -1.963955 4.107905 1.459916 -0.7 -0.6 -2.4
H -2.668897 2.660407 0.464607 0.5 2.2 -0.4
H -8.343315 2.759081 -1.475852 2.4 0.9 1.6
H 2.866256 -1.713579 -4.844321 1.4 1.2 1.3
H 3.104181 0.089707 -4.352175 0.7 -2.3 0.6
H 4.582565 -1.096274 -4.088574 -2.4 -0.2 0.1
H 2.187284 -3.400911 -1.383750 -0.3 1.7 -2.0
C 5.862305 -1.583310 2.146240 -0.1 -0.3 -0.2
O 5.167114 -2.566542 1.944666 -0.3 -0.3 0.2
N 7.159067 -1.668150 2.493558 1.2 -0.6 0.4
N 5.393569 -0.326858 2.038970 -0.9 1.0 0.1
H 7.747548 -0.870068 2.663714 -0.1 -0.2 -0.1
H 7.551496 -2.596122 2.585295 -0.1 0.4 0.0
H 4.421884 -0.218461 1.779359 0.3 0.0 -0.2
H 5.950498 0.495155 2.200923 -0.1 -0.2 -0.1
C -8.657333 0.267172 -3.679825 0.4 -0.1 0.0
O -7.509882 0.677709 -3.753885 -0.2 0.1 -0.1
N -9.693848 0.895825 -4.262795 -0.8 1.1 -0.7
N -8.987796 -0.850859 -3.008490 0.2 -1.1 0.7
H -10.645490 0.573198 -4.212942 0.2 0.0 0.0
H -9.488506 1.741832 -4.778212 -0.1 -0.3 0.2
H -8.236894 -1.354511 -2.554837 -0.3 0.2 -0.1
H -9.926770 -1.204721 -2.936290 0.2 0.1 0.0
C 3.712813 -2.831430 6.161368 -0.5 -0.5 0.1
O 3.378306 -3.187792 7.280198 0.2 0.0 0.4
N 3.670724 -3.649543 5.094438 -0.2 -1.0 -0.6
N 4.153457 -1.588452 5.895418 0.5 1.6 0.2
H 3.942036 -3.374346 4.165539 0.1 0.0 -0.1
H 3.344904 -4.594431 5.251206 0.1 0.4 -0.1
H 4.200526 -0.940775 6.671059 -0.1 -0.2 -0.3
H 4.433311 -1.276418 4.980858 -0.1 -0.1 0.1
C 7.940491 -2.886714 7.692714 0.6 0.3 0.0
O 9.087942 -2.476177 7.618655 0.2 0.1 0.0
N 6.903977 -2.258061 7.109744 -0.7 0.9 -0.7
N 7.610029 -4.004745 8.364050 0.1 -1.3 0.8
H 5.952334 -2.580688 7.159598 0.1 0.0 0.0
H 7.109319 -1.412054 6.594327 -0.1 -0.4 0.2
H 8.360931 -4.508397 8.817702 -0.3 0.2 -0.2
H 6.671055 -4.358606 8.436250 0.1 0.1 0.0
```
Positions in Å, forces in eV/Å.

Result set for E: -1802.4088; -2744.5648; -10408.7650; -8252.1353 a.u., one per record in the order listed.